No. 1
Computed, not measured: a structure of composition C40H60AsF6O30 in a non-equilibrium geometry, with ωB97M-V with the def2-TZVPD basis set.

Cartesian coordinates (Å):
As  -0.2968  -0.4759  0.3125
F  -0.9718  0.8377  -0.7629
F  -0.6745  0.5396  1.7345
F  1.3260  0.2627  0.1630
F  0.4011  -1.7278  1.4654
F  0.1105  -1.5772  -1.1179
F  -1.8920  -1.2922  0.4352
O  1.7013  -1.0843  6.6491
O  -6.9394  0.4078  3.0443
O  5.1530  0.1740  -1.5271
O  -3.2259  4.4547  -2.4815
O  -0.0649  0.2618  6.3149
O  -7.0491  0.1549  0.8638
O  3.7528  6.5104  1.7560
O  4.0613  -3.2687  4.8005
O  -3.5300  -6.0020  0.3265
O  3.6754  -3.9531  -5.9948
O  0.4444  -0.3119  8.3830
O  2.2367  -4.2529  -7.8026
O  -2.1528  -0.6246  -5.2133
O  -3.7173  -0.9387  -3.6452
O  3.8667  -1.4677  -2.1996
O  -0.6065  6.1032  0.7885
O  3.8158  -2.3278  2.7452
O  -4.3786  -0.6426  -5.7858
O  3.0547  4.3057  2.1475
O  5.0329  4.9643  2.8657
O  -4.8430  -7.1134  -1.0504
O  3.4310  -4.4671  2.9392
O  -4.1302  2.4999  -2.5174
O  -8.9165  0.7174  1.9661
O  0.8566  7.7858  0.6740
O  -4.8148  -4.8756  -0.9531
O  -5.2276  4.2322  -1.5640
O  1.4549  -3.5888  -5.7930
O  6.0072  -1.8866  -1.6240
O  0.3700  6.7944  2.6540
C  3.5731  3.2162  2.8828
C  -4.4684  -6.0699  -0.5896
C  -1.8038  -4.4700  0.7910
C  3.9027  5.3540  2.1953
C  3.2273  -4.1973  1.5486
C  3.2605  1.9524  2.0268
C  -5.7471  -0.1208  1.1738
C  4.1534  2.0771  -2.3959
C  -1.4686  -1.0868  -4.1275
C  0.6641  -0.3747  7.1949
C  -3.5023  -0.7923  -4.9488
C  1.6928  -0.7488  5.3045
C  0.2299  6.9798  1.3085
C  3.8858  0.7930  -1.6123
C  -3.2976  -4.6986  0.7785
C  -2.5250  -1.2982  -3.0443
C  -2.3752  3.7158  -3.3566
C  3.4686  -2.7132  1.4332
C  -0.4928  5.7728  3.0994
C  -1.1777  5.3280  1.8269
C  0.4652  0.1004  5.0503
C  1.3405  -3.8098  -3.4056
C  -5.6070  0.2209  2.6448
C  1.9870  -3.0830  -4.5819
C  -4.7494  0.4039  0.1524
C  3.5116  -3.4709  -4.7084
C  0.7957  1.5051  4.5670
C  -0.3325  -0.0680  -3.9051
C  -7.7739  0.4038  1.9710
C  2.9987  -0.3474  -2.3263
C  -0.8859  3.8943  1.3944
C  -2.8686  2.3295  -3.1030
C  -4.3007  3.7234  -2.1727
C  5.0087  3.5904  3.1143
C  2.4060  -3.9952  -6.6065
C  -3.9990  -3.8857  -0.2879
C  1.7446  -4.5887  1.2951
C  -0.8681  3.9823  -2.8684
C  5.0647  -1.1264  -1.7659
C  3.7787  -3.3376  3.6030
H  -3.7300  0.1792  0.4662
H  -5.1876  -0.5538  3.2866
H  -0.1832  -0.4792  4.3932
H  -4.8832  -0.0178  -0.8438
H  1.6052  -5.6457  1.5222
H  -1.1153  -2.0809  -4.4018
H  -4.7853  1.4892  0.0576
H  0.1978  3.7919  1.3371
H  2.2740  1.9850  1.5644
H  1.1858  1.5856  3.5524
H  0.4538  -0.1539  -4.6550
H  2.6512  -0.3047  5.0355
H  5.5864  3.0631  2.3552
H  -1.2952  -5.2921  1.2945
H  5.4435  3.4089  4.0972
H  1.4416  -4.3304  0.2804
H  1.8776  -3.5553  -2.4919
H  2.0090  -2.0041  -4.4287
H  -2.2164  1.9395  -2.3216
H  -0.1011  3.5865  -3.5341
H  -2.4600  4.1341  -4.3595
H  2.8730  -0.1938  -3.3981
H  -3.2990  -3.5245  -1.0414
H  -2.7169  1.6449  -3.9375
H  2.5293  -2.3160  1.0486
H  0.0343  -0.3361  -2.9143
H  4.2360  -2.5794  0.6708
H  -2.3731  -0.7427  -2.1189
H  4.1387  -2.5945  -4.5445
H  -1.4953  -3.5216  1.2308
H  -0.6215  3.5947  -1.8798
H  3.9200  1.7975  1.1729
H  -1.2078  6.0992  3.8547
H  4.7950  2.8334  -1.9435
H  3.2463  1.0509  2.6394
H  3.9719  -4.7301  0.9571
H  -0.0706  2.1469  4.7274
H  1.7110  -1.7413  4.8543
H  -0.5651  5.0240  -2.7636
H  -4.6379  -3.0754  0.0634
H  -0.6402  0.9764  -3.9571
H  3.1247  3.2875  3.8737
H  0.2977  -3.5582  -3.2120
H  2.0688  -0.6579  -1.8499
H  1.5553  1.9559  5.2056
H  3.2372  2.5869  -2.6938
H  -1.2917  3.1004  2.0214
H  -2.4943  -2.2898  -2.5930
H  1.3728  -4.8944  -3.5084
H  3.6848  -4.1626  -3.8840
H  3.4170  0.9147  -0.6358
H  0.9817  -4.1708  1.9519
H  -2.2311  5.6058  1.7900
H  -5.1623  1.2086  2.7673
H  -1.5023  -4.4644  -0.2565
H  0.1075  4.9455  3.4778
H  -5.7692  -1.2090  1.2312
H  4.7393  1.9734  -3.3092
H  -3.7423  -4.5858  1.7672
H  -1.2272  3.6690  0.3841

Properties
E_tot: -6652.6745 a.u.
highest occupied orbital energy: -9.3 eV
LUMO energy: 0.8 eV
frontier orbital gap: 10.049 eV
total charge: -1
molecular weight: 1209.800 g/mol
energy above the lowest of the compared OMol25 structures with the same formula, charge and spin: 349.6 kJ/mol

Löwdin atomic charge list, values in e, 99 entries: 1.00, -0.28, -0.27, -0.26, -0.29, -0.30, -0.27, 0.09, 0.06, 0.09, 0.09, 0.11, 0.11, 0.12, 0.12, 0.10, 0.06, 0.14, 0.12, 0.08, 0.10, 0.04, 0.09, 0.09, 0.14, 0.07, 0.06, 0.15, 0.08, 0.12, 0.17, 0.15, 0.10, 0.13, 0.11, 0.12, 0.07, -0.30, -0.63, -0.02, -0.47, -0.28, 0.00, -0.36, -0.01, -0.33, -0.55, -0.51, -0.13, -0.56, -0.26, -0.32, -0.12, -0.25, -0.10, -0.10, -0.30, -0.31, -0.02, -0.10, -0.28, 0.01, -0.13, -0.01, 0.01, -0.54, -0.05, -0.01, -0.10, -0.60, -0.12, -0.48, -0.05, -0.02, 0.00, -0.59, -0.53, 0.06, 0.14, 0.15, 0.09, 0.08, 0.14, 0.09, 0.09, 0.06, 0.06, 0.08, 0.14, 0.13, 0.09, 0.14, 0.08, 0.07, 0.12, 0.11, 0.07, 0.15, 0.12



No. 2
Computed, not measured: a structure of composition C40H60FGeN3O3PtS2Si4 in a non-equilibrium geometry, with ωB97M-V with the def2-TZVPD basis set.

Cartesian coordinates (Å):
Pt  0.5801  0.7359  0.1310
Ge  1.6018  -0.7362  -2.2597
S  -0.1409  2.2874  1.8740
S  1.7667  -0.4129  1.9950
Si  -0.8999  1.7990  -1.3896
Si  0.8189  -1.5701  -4.7827
Si  3.4791  -2.1230  -0.8822
Si  2.4924  2.0474  -0.3619
F  -1.7589  -1.8353  5.9134
O  -1.0596  -0.7934  1.1133
O  0.3955  -1.4957  -1.0194
O  -0.5612  -3.0560  -2.2954
N  -2.6065  -4.5537  6.0392
N  -2.4190  -6.4922  7.4721
N  -2.1089  -4.7149  1.2240
C  3.2310  1.9102  -2.1081
C  0.9598  2.8366  4.2593
C  -2.1334  2.8991  -0.4698
C  0.9237  1.9158  3.1985
C  -1.9827  0.5345  -2.3020
C  -2.0429  -3.9967  2.4199
C  1.7030  0.7608  3.2701
C  -1.1480  -2.8914  0.0079
C  3.9699  1.6234  0.7425
C  0.4768  -3.3824  -5.1183
C  -0.1497  2.9336  -2.7136
C  0.8967  4.6407  -4.6881
C  -0.1539  4.3206  -2.5481
C  -2.6449  -6.0534  1.2073
C  2.2088  3.8894  -0.0681
C  -2.3000  -3.8694  4.8283
C  -2.3890  -4.5834  3.6355
C  -3.9545  -5.0800  6.2165
C  2.4746  0.5396  4.4243
C  -1.5055  -1.9576  3.5890
C  -2.0422  -7.0865  0.3104
C  -1.2356  -2.0023  1.1431
C  -3.8249  -6.4349  6.9689
C  4.0077  -2.5861  0.8568
C  2.8169  -3.7168  -1.6710
C  -0.3820  -0.5526  -5.8166
C  -2.0759  -4.0753  7.3117
C  -1.8554  -2.5517  4.7729
C  -2.1247  -5.2786  8.2955
C  0.8874  3.2667  -4.8820
C  1.7429  2.6189  5.3715
C  5.0031  -1.4927  -1.8077
C  -0.4479  -2.4864  -1.2260
C  0.3833  2.4381  -3.8906
C  2.5088  1.4552  5.4540
C  -1.6051  -2.6632  2.3972
C  -1.6371  -4.1552  0.0796
C  -1.8547  -7.1910  1.7936
C  2.5938  -1.1158  -5.2687
C  0.3732  5.1661  -3.5161
H  -1.1792  -6.8099  -0.2781
H  3.7462  1.7998  1.7955
H  4.7558  -1.1204  -2.8020
H  3.6101  -4.4585  -1.7994
H  2.7951  -0.0671  -5.0345
H  -2.7248  -5.6100  3.6750
H  0.4252  1.3721  -4.0184
H  3.9932  2.6903  -2.2018
H  -1.1510  -0.9325  3.5685
H  -1.0519  -3.7444  7.1587
H  2.0463  -4.1568  -1.0314
H  0.0037  -3.4906  -6.0959
H  -3.9886  -7.2864  6.3111
H  -2.7081  -7.7818  -0.1789
H  1.3189  5.2983  -5.4370
H  -3.7200  -6.0826  1.3479
H  0.3790  6.2358  -3.3479
H  -2.6406  -3.2387  7.7289
H  2.3555  -3.5367  -2.6446
H  3.7121  0.9468  -2.2849
H  4.8111  -3.3260  0.7722
H  -0.2864  0.5126  -5.6982
H  1.6073  4.3346  -0.8610
H  2.4885  2.0830  -2.8884
H  -1.1814  -5.4165  8.8178
H  1.3964  -3.9695  -5.1097
H  3.1690  4.4120  -0.0449
H  -2.1947  -7.3657  7.9430
H  3.1382  1.2749  6.3164
H  -1.4191  -0.8164  -5.6007
H  -0.5714  4.7518  -1.6459
H  4.3780  -1.7352  1.4227
H  -2.3920  -7.9672  2.3222
H  4.2785  0.5832  0.6401
H  -4.4250  -5.2241  5.2488
H  1.7002  4.0723  0.8776
H  5.7258  -2.3073  -1.9177
H  -0.1866  -3.7940  -4.3599
H  -2.9140  -5.1677  9.0357
H  -4.5817  -4.3909  6.7925
H  -1.8503  -6.3606  6.6227
H  -1.6413  -4.7731  -0.8065
H  1.2710  2.8452  -5.8047
H  -4.5103  -6.5043  7.8098
H  3.0697  -0.3650  4.4699
H  -2.7291  1.0626  -2.8994
H  4.8122  2.2627  0.4601
H  -2.6897  2.3243  0.2728
H  3.3120  -1.7290  -4.7187
H  -1.4144  -0.1176  -2.9712
H  -0.8712  -6.9696  2.1868
H  -2.8452  3.3399  -1.1725
H  5.4939  -0.6883  -1.2574
H  3.1856  -3.0202  1.4234
H  -1.6304  3.7104  0.0588
H  2.7725  -1.2620  -6.3382
H  0.3570  3.7339  4.1796
H  -0.1810  -0.7891  -6.8656
H  1.7702  3.3504  6.1684
H  -2.5061  -0.1018  -1.5829

Properties
E_tot: -6200.4993 a.u.
highest occupied orbital energy (alpha / beta): -8.0 / -8.2 eV
LUMO energy (alpha / beta): -3.2 / -3.2 eV
frontier orbital gap (alpha / beta): 4.860 / 5.019 eV
total charge: +1
multiplicity: 2
molecular weight: 1094.102 g/mol
energy above the lowest of the compared OMol25 structures with the same formula, charge and spin: 292.4 kJ/mol

Löwdin atomic charge list, values in e, 99 entries: 0.53, 0.97, 0.71, 0.62, 0.41, 0.55, 0.52, 0.34, 0.07, -0.07, -0.43, 0.04, -0.13, 0.04, 0.01, -0.24, -0.13, -0.27, -0.67, -0.19, -0.11, -0.70, -0.01, -0.22, -0.20, -0.30, -0.08, -0.12, -0.26, -0.20, -0.14, 0.06, -0.11, -0.13, 0.11, -0.08, -0.32, -0.07, -0.23, -0.22, -0.19, -0.12, -0.18, -0.06, -0.08, -0.10, -0.23, -0.56, -0.16, -0.10, -0.04, 0.06, -0.10, -0.27, -0.08, 0.11, 0.02, 0.00, 0.04, 0.02, 0.11, 0.03, 0.05, 0.15, 0.14, 0.03, 0.04, 0.13, 0.11, 0.10, 0.16, 0.11, 0.13, 0.00, -0.03, 0.04, 0.00, 0.00, -0.01, 0.14, 0.03, 0.04, 0.19, 0.10, 0.04, 0.10, 0.00, 0.10, -0.01, 0.13, 0.00, 0.03, 0.01, 0.14, 0.14, 0.18, 0.15, 0.10, 0.13